Record 1
# C5H8

A single C5H8 molecule (ωB97M-V/def2-TZVPD, OMol25).

net charge: 0
energy: -195.2641 Eh
energy above the lowest of the compared OMol25 structures with the same formula, charge and spin: 17.5 kcal per mole
highest occupied orbital energy: -8.9751 eV
Kohn-Sham gap: 10.11 eV
SMILES: C=CC(=C)C

Positions of all 13 atoms, in Å:
C 1.0964 -1.4988 0.9840
C 0.8410 -0.7196 -0.0542
C -0.1658 0.3552 -0.0961
C -0.2978 1.1966 0.9225
C -0.9692 0.4940 -1.3625
H 0.5220 -1.4135 1.9069
H 1.8621 -2.2639 1.0047
H 1.4005 -0.8808 -0.9695
H -1.0104 2.0105 0.9506
H 0.3284 1.1124 1.8008
H -0.9298 -0.4137 -1.9580
H -0.6579 1.3306 -1.9833
H -2.0195 0.6912 -1.1459

=====

Record 2
# C5H8

A single C5H8 molecule (ωB97M-V/def2-TZVPD, OMol25).

net charge: 0
energy: -195.2206 Eh
energy above the lowest of the compared OMol25 structures with the same formula, charge and spin: 44.8 kcal per mole
highest occupied orbital energy: -9.1952 eV
Kohn-Sham gap: 10.27 eV
SMILES: CC#CCC

Positions of all 13 atoms, in Å:
C 2.1578 0.3251 -0.7279
C 1.2655 -0.6386 -0.0790
C 0.1966 -1.0200 0.3327
C -1.2486 -0.8167 0.5171
C -1.4731 0.5825 -0.1277
H 1.4811 1.1105 -1.1096
H 2.8473 0.8016 -0.0264
H 2.7124 -0.0805 -1.5769
H -1.8454 -1.5881 0.0154
H -1.5356 -0.8325 1.5759
H -0.5281 0.9481 -0.5502
H -1.7953 1.3242 0.6054
H -2.1888 0.5465 -0.9509

=====

Record 3
# C5H8

A single C5H8 molecule (ωB97M-V/def2-TZVPD, OMol25).

net charge: 0
energy: -195.2541 Eh
energy above the lowest of the compared OMol25 structures with the same formula, charge and spin: 23.8 kcal per mole
highest occupied orbital energy: -9.3964 eV
Kohn-Sham gap: 10.67 eV
SMILES: C[C@@H]1C=CC1

Positions of all 13 atoms, in Å:
C -1.3089 -0.9604 0.1624
C -0.2419 0.0583 0.5313
C -0.1178 1.2873 -0.3539
C 1.1473 1.0368 -0.6945
C 1.2285 -0.2512 0.0932
H -1.1551 -1.9089 0.6900
H -1.2940 -1.1595 -0.9156
H -2.3065 -0.5884 0.4236
H -0.3017 0.2929 1.6026
H -0.8189 2.0735 -0.6251
H 1.8753 1.5647 -1.3038
H 1.3249 -1.1614 -0.5114
H 1.9688 -0.2836 0.9011

=====

Record 4
# C5H8AlMgO5

A molecular structure, C5H8AlMgO5 at a distorted geometry (ωB97M-V/def2-TZVPD, OMol25).

2S+1: 2
net charge: +2
energy: -1013.4938 Eh
energy above the lowest of the compared OMol25 structures with the same formula, charge and spin: 0.0 kcal per mole
highest occupied orbital energy (alpha / beta): -13.5715 / -17.6531 eV
Kohn-Sham gap (alpha / beta): 4.32 / 8.40 eV

Positions of all 20 atoms, in Å:
C 2.9083 -0.2591 -0.1507
O 4.1549 -0.2913 -0.2721
O 2.2619 0.7921 0.0611
Mg 5.5423 -1.6732 -0.1208
O 0.5280 -0.4615 1.7875
C -0.6038 -1.1948 1.8667
C -1.4763 -1.0674 0.6842
O -1.1367 -0.1455 -0.0952
C -1.7986 0.4654 -1.2409
C -1.3429 1.9274 -1.1611
O 0.0017 2.0157 -0.8718
Al 0.6476 0.8349 0.4013
H -1.2905 -0.9472 2.7154
H -0.4483 -2.2934 1.9936
H -2.4464 -1.5668 0.5624
H 2.3251 -1.2082 -0.3472
H -2.8785 0.3018 -1.1559
H -1.3686 -0.0443 -2.1105
H -1.9770 2.4369 -0.4072
H -1.6023 2.3787 -2.1388

=====

Record 5
# C5H8BN

2 unconnected molecules or ions with the total composition C5H8BN at a distorted geometry (ωB97M-V/def2-TZVPD, OMol25).

net charge: 0
energy: -274.8545 Eh
energy above the lowest of the compared OMol25 structures with the same formula, charge and spin: 41.5 kcal per mole
highest occupied orbital energy: -8.5320 eV
Kohn-Sham gap: 9.31 eV
SMILES: [H]/B=N/[H].C1=CCC=C1

Positions of all 15 atoms, in Å:
H 4.4632 1.8487 -0.4887
B 4.1042 0.8056 -0.1932
N 3.5336 -0.2644 0.0526
H 3.0799 -1.1276 0.3174
C -1.1601 -1.1140 -0.7767
C -0.2311 -0.4563 -0.0250
C -0.9613 0.6617 0.7559
C -2.3909 0.5101 0.3240
C -2.5277 -0.5686 -0.4835
H -0.9646 -1.8736 -1.4562
H 0.8112 -0.8148 0.1285
H -0.8856 0.5090 1.8505
H -0.5476 1.6619 0.4794
H -3.1232 1.1201 0.8307
H -3.2000 -0.8978 -1.3157

=====

Record 6
# C5H8BN2O4S

2 unconnected molecules or ions with the total composition C5H8BN2O4S at a distorted geometry (ωB97M-V/def2-TZVPD, OMol25).

net charge: +1
energy: -1028.6382 Eh
energy above the lowest of the compared OMol25 structures with the same formula, charge and spin: 0.0 kcal per mole
highest occupied orbital energy: -13.3206 eV
Kohn-Sham gap: 9.98 eV

Positions of all 21 atoms, in Å:
B 0.3739 -1.3893 0.3689
C 2.1076 -1.8221 -1.0494
C 1.7330 -3.3249 0.9746
C -1.5983 2.6514 -0.2256
C 2.7442 -2.6421 0.0913
C -1.2832 0.0707 0.7203
N -2.8624 2.3888 -0.3273
N -1.2333 3.8584 -0.6584
O 2.3944 -1.6604 -2.1884
O 1.8239 -4.2567 1.6801
O 1.0938 -0.9662 -0.6478
O 0.6460 -2.5192 1.0152
S -0.4114 1.6621 0.4886
H 3.4801 -3.3350 -0.3771
H 3.2231 -1.8837 0.8007
H -1.8399 -0.0618 -0.1668
H -1.5222 -0.2062 1.7441
H -3.4915 3.2348 -0.5695
H -3.2616 1.6258 0.0644
H -1.8611 4.5631 -1.0203
H -0.2550 4.0128 -0.7177

=====

Record 7
# C5H8BrF

2 unconnected molecules or ions with the total composition C5H8BrF at a distorted geometry (ωB97M-V/def2-TZVPD, OMol25).

2S+1: 3
net charge: 0
energy: -2868.9651 Eh
energy above the lowest of the compared OMol25 structures with the same formula, charge and spin: 28.9 kcal per mole
highest occupied orbital energy (alpha / beta): -5.5812 / -10.1278 eV
Kohn-Sham gap (alpha / beta): 6.44 / 8.01 eV

Positions of all 15 atoms, in Å:
C -1.9737 1.4119 -0.5859
C -1.3837 0.5844 0.2778
C 0.9917 -1.9474 -0.0516
C -0.0746 0.8807 0.7911
C 1.2231 -0.4368 -0.2474
F 0.9514 0.1473 -1.4284
Br 2.9995 0.2020 0.2791
H -2.8402 1.2965 -1.1453
H -1.3806 2.2716 -0.7351
H -1.7611 -0.3054 0.6400
H 0.1047 -2.0739 -0.7503
H 1.7819 -2.4863 -0.4566
H 0.8316 -1.9728 1.0758
H 0.1246 0.6631 1.8814
H 0.4054 1.7652 0.4554

=====

Record 8
# C5H8BrFS

2 unconnected molecules or ions with the total composition C5H8BrFS at a distorted geometry (ωB97M-V/def2-TZVPD, OMol25).

net charge: 0
energy: -3267.2776 Eh
energy above the lowest of the compared OMol25 structures with the same formula, charge and spin: 33.5 kcal per mole
highest occupied orbital energy: -8.5513 eV
Kohn-Sham gap: 9.07 eV
SMILES: C/C=C(/S)Br.C=CF

Positions of all 16 atoms, in Å:
C 0.5603 -0.7555 1.7439
C 0.7340 -0.4826 0.2516
C 0.4345 -1.2066 -0.7996
S 0.7064 -0.7152 -2.4986
Br -0.7581 -2.6775 -0.5940
H 1.0746 0.0871 2.2202
H -0.4579 -0.9185 2.0545
H 1.2114 -1.5949 1.9636
H 1.3005 0.3501 0.1398
H 1.7740 0.1500 -2.3870
C -0.9179 1.7479 -0.8979
C -1.1648 1.0042 0.1813
F -2.2183 0.1879 0.0704
H -1.4896 1.4444 -1.8378
H -0.0279 2.3045 -0.7809
H -0.7611 1.0747 1.1704

=====

Record 9
# C5H8Cl2

2 unconnected molecules or ions with the total composition C5H8Cl2 at a distorted geometry (ωB97M-V/def2-TZVPD, OMol25).

net charge: 0
energy: -1115.5112 Eh
energy above the lowest of the compared OMol25 structures with the same formula, charge and spin: 121.7 kcal per mole
highest occupied orbital energy (alpha / beta): -8.1834 / -8.3867 eV
Kohn-Sham gap (alpha / beta): 8.33 / 8.60 eV

Positions of all 15 atoms, in Å:
C 1.3956 0.7073 0.2575
C 0.2124 1.1576 -0.0770
C 2.7086 1.4800 0.3872
C -1.9753 -1.9602 -0.7276
C -1.7614 -0.8940 0.2967
Cl -0.6395 2.3741 -0.7264
Cl -3.0821 0.2427 0.1389
H 1.3747 -0.2227 0.8156
H 3.2437 1.5901 1.3314
H 3.4236 1.0190 -0.2745
H 2.7280 2.4381 0.0454
H -1.0061 -2.4982 -0.7930
H -2.6063 -2.7503 -0.3352
H -2.3452 -1.5376 -1.6663
H -1.6706 -1.1460 1.3273

=====

Record 10
# C5H8Cl2N2

A molecular structure, C5H8Cl2N2 at a distorted geometry (ωB97M-V/def2-TZVPD, OMol25).

net charge: 0
energy: -1225.1508 Eh
energy above the lowest of the compared OMol25 structures with the same formula, charge and spin: 42.8 kcal per mole
highest occupied orbital energy: -8.2630 eV
Kohn-Sham gap: 9.14 eV

Positions of all 17 atoms, in Å:
C -0.4544 0.6925 0.7892
C -0.2112 0.8951 -0.7278
C 0.4945 -0.3927 1.2411
C 0.8672 -0.1421 -1.0702
C 1.9503 0.0680 -0.0359
N 0.2124 -1.6247 0.6491
N 0.3457 -1.4826 -0.7801
Cl 2.6262 1.6655 0.0884
Cl 3.1857 -1.1658 0.0029
H -0.2638 1.6097 1.3415
H -1.4782 0.3719 0.9897
H -1.1061 0.7064 -1.3246
H 0.1294 1.9073 -0.9338
H 0.8181 -0.4092 2.2692
H 1.1972 -0.1259 -2.1071
H 0.8520 -2.3571 0.9537
H -0.5763 -1.5878 -1.1982

=====

Record 11
# C5H8ClN2

A gas-phase ion, C5H8ClN2 (charge +1) at a distorted geometry (ωB97M-V/def2-TZVPD, OMol25).

net charge: +1
energy: -764.6539 Eh
energy above the lowest of the compared OMol25 structures with the same formula, charge and spin: 78.4 kcal per mole
highest occupied orbital energy: -13.2890 eV
Kohn-Sham gap: 8.89 eV
SMILES: [H]/N=C(/C)CC[N+]#CCl

Positions of all 16 atoms, in Å:
H -0.8440 0.6353 -1.8838
N -1.1531 -0.1037 -1.2793
C -0.4170 -0.8145 -0.5770
C -1.0916 -1.8510 0.2833
C 1.0688 -0.4799 -0.4364
C 1.3032 0.6697 0.6365
N 0.2857 1.6613 0.6489
C -0.4767 2.5066 0.4127
Cl -1.5935 3.5901 0.0100
H -0.7887 -1.7900 1.2430
H -0.9199 -2.7282 -0.2680
H -2.2007 -1.6633 0.3940
H 1.7982 -1.1517 -0.0583
H 1.5227 0.0801 -1.2361
H 1.2618 0.3522 1.6221
H 2.2448 1.0868 0.4882

=====

Record 12
# C5H8ClNO

2 unconnected molecules or ions with the total composition C5H8ClNO at a distorted geometry (ωB97M-V/def2-TZVPD, OMol25).

net charge: 0
energy: -785.3066 Eh
energy above the lowest of the compared OMol25 structures with the same formula, charge and spin: 139.0 kcal per mole
highest occupied orbital energy: -8.4851 eV
Kohn-Sham gap: 9.34 eV

Positions of all 16 atoms, in Å:
C -1.8208 1.8905 -0.5906
C -0.5118 1.8032 0.2124
C 1.6168 -1.7734 -0.5903
C 2.2028 -1.5744 0.7493
C -1.7984 -0.4494 0.5265
N -1.4829 0.7620 0.1573
O 1.9450 -0.4804 -0.0611
Cl -3.3623 -0.9625 -0.0662
H -2.6121 2.5696 -0.1073
H -1.7807 1.6405 -1.7426
H 0.4620 1.5557 -0.1763
H -0.6701 2.3422 1.2326
H 2.2741 -2.1305 -1.3737
H 0.6297 -1.9455 -0.7285
H 3.2638 -1.7096 0.8499
H 1.6447 -1.5380 1.7087

=====

Record 13
# C5H8ClOPS

A single C5H8ClOPS molecule at a distorted geometry (ωB97M-V/def2-TZVPD, OMol25).

net charge: 0
energy: -1470.2223 Eh
energy above the lowest of the compared OMol25 structures with the same formula, charge and spin: 68.8 kcal per mole
highest occupied orbital energy (alpha / beta): -8.3766 / -8.2955 eV
Kohn-Sham gap (alpha / beta): 6.66 / 6.33 eV

Positions of all 17 atoms, in Å:
C 0.3271 0.3672 -0.4060
C 0.0425 1.0391 0.8890
C -0.5721 0.6365 -1.4541
C 1.1815 -0.8314 -0.5227
C 0.5260 0.2780 2.0369
O -0.3317 2.1883 0.8911
P -2.1391 -0.4563 -1.3146
S -1.4953 -2.3001 -1.3006
Cl -2.7110 -0.0086 0.5078
H -0.4089 0.5430 -2.5284
H -0.8771 1.7080 -1.4339
H 0.5162 -1.6226 -1.2226
H 1.7343 -1.1605 0.3238
H 1.9634 -0.7697 -1.3387
H 0.5620 -0.8345 1.7376
H 0.0409 0.6073 2.8852
H 1.6414 0.6163 2.2501

=====

Record 14
# C5H8EuO2

A molecular structure, C5H8EuO2 at a distorted geometry (ωB97M-V/def2-TZVPD, OMol25).

2S+1: 8
net charge: +2
energy: -1055.2693 Eh
energy above the lowest of the compared OMol25 structures with the same formula, charge and spin: 0.0 kcal per mole
highest occupied orbital energy (alpha / beta): -16.5283 / -16.5392 eV
Kohn-Sham gap (alpha / beta): 7.59 / 7.82 eV

Positions of all 16 atoms, in Å:
O 0.5472 3.5698 -0.5838
Eu 3.4541 3.1184 -1.1580
C 1.0827 2.4064 -0.1813
O 0.2821 1.4755 0.0241
C -0.3158 4.3199 0.3049
C 0.0057 5.7824 0.1284
H -1.3456 4.0796 0.0129
H -0.1444 3.9851 1.3357
H 0.1297 6.0356 -0.9326
H -0.8211 6.3769 0.5386
H 0.9304 6.0461 0.6587
C 0.3335 -1.6013 0.4233
C 0.0706 -2.8113 0.5023
H -0.1794 -2.1091 1.5157
H 0.6065 0.1601 0.1125
H 0.0308 -3.8940 0.5462

=====

Record 15
# C5H8F2

A single C5H8F2 molecule at a distorted geometry (ωB97M-V/def2-TZVPD, OMol25).

net charge: 0
energy: -394.9543 Eh
energy above the lowest of the compared OMol25 structures with the same formula, charge and spin: 48.9 kcal per mole
highest occupied orbital energy: -10.1161 eV
Kohn-Sham gap: 11.18 eV
SMILES: C[C@@]1(F)CC[C@H]1F

Positions of all 15 atoms, in Å:
C 1.5021 1.0712 0.3970
C 0.7266 -0.0067 -0.1815
F 1.4241 -0.6408 -1.1970
C -0.1599 -1.0857 0.6679
C -1.3966 -0.8453 -0.1090
C -0.7901 0.3800 -0.8180
F -1.3698 1.5035 -0.3113
H 0.8321 2.0460 0.7652
H 2.0603 0.7646 1.3262
H 2.4276 1.4109 -0.4183
H -0.1826 -0.7047 1.6963
H 0.0593 -2.1593 0.6316
H -1.8717 -1.6602 -0.7756
H -2.3583 -0.6261 0.3052
H -0.9032 0.5526 -1.9786

=====

Record 16
# C5H8F2N3

3 unconnected molecules or ions with the total composition C5H8F2N3 at a distorted geometry (ωB97M-V/def2-TZVPD, OMol25).

2S+1: 3
net charge: +1
energy: -558.7587 Eh
energy above the lowest of the compared OMol25 structures with the same formula, charge and spin: 110.9 kcal per mole
highest occupied orbital energy (alpha / beta): -7.7357 / -13.5749 eV
Kohn-Sham gap (alpha / beta): 3.63 / 8.91 eV

Positions of all 18 atoms, in Å:
C 0.8461 0.8245 0.6454
C 0.0780 1.6258 1.1786
C 1.7538 -0.0888 0.0234
C -2.3115 0.1804 -0.3686
C 2.4832 -1.0068 0.6894
N -2.4922 -0.5352 -1.4677
N 3.5382 -1.7994 0.2509
N -2.8919 1.3814 -0.3228
F -0.6254 2.3241 2.0197
F 1.8331 0.0943 -1.3013
H -1.8272 -0.7237 0.7059
H 2.0862 -1.1583 1.7674
H -1.9710 -1.3097 -1.6531
H -2.8047 0.0144 -2.2744
H 4.1881 -1.4564 -0.5007
H 3.9815 -2.4060 0.9891
H -3.1367 2.1228 -1.0009
H -2.7276 1.9166 0.6197